No. 1
The following is a quantum chemistry calculation of a cluster of 2 separate species, C3H8N2O in total, from the OMol25 dataset.

The HOMO-LUMO gap is 10.4 eV. The value obtained for the energy relative to the best compared isomer or geometry (same formula, charge and spin) is 50.2 kcal/mol.

```
! RIJCOSX wB97M-V def2-TZVPD def2/J DEFGRID3
* xyz 0 1
N -1.38354 0.89322 -2.48944
C -1.01137 -0.46193 -2.10021
N -0.41890 -0.58764 -0.82879
O -1.19693 -1.39372 -2.82504
H -0.78351 1.16383 -3.26582
H -2.31575 0.83432 -2.89549
H -1.01792 -0.40314 -0.03993
H 0.45843 -0.10462 -0.70411
C 0.87210 -0.07317 2.01414
C 1.68500 0.09283 3.04067
H 0.45090 0.76693 1.47340
H 0.58312 -1.05291 1.65347
H 1.98356 1.07567 3.38336
H 2.09483 -0.74965 3.58378
*
```

No. 2
The following is a quantum chemistry calculation of a cluster of 3 separate species, C3H8N2O in total, from the OMol25 dataset.

The HOMO-LUMO gap is 8.4 eV. The value obtained for the energy relative to the best compared isomer or geometry (same formula, charge and spin) is 119.8 kcal/mol.

```
! RIJCOSX wB97M-V def2-TZVPD def2/J DEFGRID3
* xyz 0 1
C -1.09413 0.34578 0.37218
C -0.05389 -0.55362 0.56944
N -0.02440 -1.73378 -0.14163
N 1.86599 0.33930 -0.28716
C 1.15019 0.17025 0.81837
O -2.31484 -0.16034 -0.03970
H -2.90879 0.56779 -0.25087
H -0.80807 -1.89185 -0.75909
H 0.87056 -1.96966 -0.54318
H 0.84510 0.86107 -1.13589
H 2.67493 0.94033 -0.15757
H -1.16089 1.18736 1.05720
H -0.17280 0.98516 -1.12085
H 1.13103 0.91220 1.61876
*
```

No. 3
The following is a quantum chemistry calculation of a cluster of 2 separate species, C3H8N2O in total, from the OMol25 dataset.

The HOMO-LUMO gap is 9.4 eV. The value obtained for the energy relative to the best compared isomer or geometry (same formula, charge and spin) is 40.1 kcal/mol.

```
! RIJCOSX wB97M-V def2-TZVPD def2/J DEFGRID3
* xyz 0 1
H 1.64462 0.65403 2.16075
N 0.95144 0.03977 1.74831
C 1.46586 -1.10999 1.50933
N 0.82057 -2.02318 0.74443
H 2.38106 -1.49562 1.97684
H 0.13820 -1.70417 0.07271
H 0.96269 -3.01015 0.83501
C -1.74526 1.39176 -2.14784
C -1.05535 1.38143 -1.01896
O -0.80928 0.26717 -0.29512
H -1.85676 2.32709 -2.68149
H -2.14628 0.55192 -2.69409
H -0.52727 2.26683 -0.68566
H -0.22423 0.46310 0.47577
*
```

No. 4
The following is a quantum chemistry calculation of a cluster of 2 separate species, C3H8N2O in total, from the OMol25 dataset.

The HOMO-LUMO gap is 10.4 eV. The value obtained for the energy relative to the best compared isomer or geometry (same formula, charge and spin) is 51.7 kcal/mol.

```
! RIJCOSX wB97M-V def2-TZVPD def2/J DEFGRID3
* xyz 0 1
C -0.71161 -0.47856 1.97941
N -0.65930 0.83624 1.48148
C -0.86028 1.37156 0.41595
O -1.19954 2.28598 -0.23597
H -1.01102 -0.99785 1.06355
H 0.02444 -1.01682 2.59350
H -1.58554 -0.54987 2.63712
C 1.43579 -0.32116 -1.19616
N -0.10053 -0.09427 -1.39218
H 1.93000 -0.11065 -2.15214
H 1.82889 0.33551 -0.40957
H 1.63334 -1.35658 -0.89870
H -0.25978 0.83438 -1.78894
H -0.46486 -0.73789 -2.09736
*
```

No. 5
The following is a quantum chemistry calculation of a structure of composition C3H8N2O, from the OMol25 dataset.

The HOMO-LUMO gap is 10.0 eV. The value obtained for the energy relative to the best compared isomer or geometry (same formula, charge and spin) is 78.0 kcal/mol.

```
! RIJCOSX wB97M-V def2-TZVPD def2/J DEFGRID3
* xyz 0 1
C 0.60767 0.02827 0.70980
C 0.28764 -0.04327 -0.77735
C -1.27109 -0.17514 -0.93091
N -1.84355 0.89614 -0.22940
O -1.66730 -1.07992 -1.66256
N 2.03792 0.07585 0.97001
H 0.12692 0.90820 1.11565
H 0.10457 -0.84843 1.19550
H 0.52871 0.89366 -1.32217
H 0.72525 -0.92017 -1.25815
H -2.82318 0.96746 -0.55660
H -1.66433 -0.16868 0.29593
H 2.56249 -0.65370 0.50759
H 2.28827 0.11975 1.94267
*
```

No. 6
The following is a quantum chemistry calculation of an isolated molecule of C3H8N2O, from the OMol25 dataset.

The HOMO-LUMO gap is 9.9 eV. The value obtained for the energy relative to the best compared isomer or geometry (same formula, charge and spin) is 45.8 kcal/mol.

```
! RIJCOSX wB97M-V def2-TZVPD def2/J DEFGRID3
* xyz 0 1
C -1.15946 1.43238 0.24687
N -0.62943 0.06370 -0.21906
C -1.36369 -1.17209 -0.11185
C 0.70814 -0.18264 -0.07423
N 1.53972 0.88902 -0.17487
O 1.15541 -1.28497 0.27092
H -2.19995 1.31564 0.13608
H -0.93692 2.26420 -0.46077
H -0.81921 1.78504 1.26222
H -0.71759 -2.01828 -0.71512
H -1.55676 -1.55691 1.03565
H -2.37902 -1.03846 -0.70268
H 2.52960 0.52745 0.26312
H 1.35460 1.86620 -0.59315
*
```

No. 7
The following is a quantum chemistry calculation of a structure of composition C3H8N2O, from the OMol25 dataset.

The HOMO-LUMO gap is 9.6 eV. The value obtained for the energy relative to the best compared isomer or geometry (same formula, charge and spin) is 64.4 kcal/mol.

```
! RIJCOSX wB97M-V def2-TZVPD def2/J DEFGRID3
* xyz 0 1
C 0.20757 0.15056 0.19657
C -1.23884 0.21672 -0.33341
N 0.68788 -1.20178 0.38456
N -1.76582 1.56005 -0.49805
C 2.62793 -1.54701 0.31919
O 3.20519 -0.54963 0.41731
H 0.20732 -1.73777 1.09793
H -1.20255 2.08991 -1.15333
H -1.75903 2.05934 0.38457
H 1.06674 -1.77138 -0.50209
H 0.27795 0.68409 1.14876
H 0.87484 0.65615 -0.51304
H -1.28775 -0.28816 -1.30244
H -1.90144 -0.32109 0.35346
*
```

No. 8
The following is a quantum chemistry calculation of an isolated molecule of C3H8N2O2, from the OMol25 dataset.

The HOMO-LUMO gap is 10.1 eV. The value obtained for the energy relative to the best compared isomer or geometry (same formula, charge and spin) is 78.2 kcal/mol.

```
! RIJCOSX wB97M-V def2-TZVPD def2/J DEFGRID3
* xyz 0 1
O 0.28206 -0.59647 2.03501
C 0.19988 0.13221 0.86255
C 1.33373 0.02241 -0.16172
N 0.75457 -0.21036 -1.50989
N -0.65287 -0.74857 -1.27048
C -1.09817 -0.19577 0.05425
O -1.64790 1.07869 -0.14951
H 0.74359 -0.04465 2.67447
H -0.13881 1.16229 1.23993
H 1.94620 0.97483 -0.16262
H 2.09886 -0.76171 0.01973
H 0.80089 0.62976 -2.00993
H -0.66025 -1.69953 -1.28086
H -1.76650 -0.72665 0.69614
H -2.19529 0.98352 -1.03707
*
```

No. 9
The following is a quantum chemistry calculation of an isolated molecule of C3H8N2O2, from the OMol25 dataset.

The HOMO-LUMO gap is 7.6 eV. The value obtained for the energy relative to the best compared isomer or geometry (same formula, charge and spin) is 86.8 kcal/mol.

```
! RIJCOSX wB97M-V def2-TZVPD def2/J DEFGRID3
* xyz 0 1
C -1.66060 -1.03549 -0.13715
C -0.73990 0.08629 -0.53373
O -0.99250 0.66531 -1.80073
C 0.56497 0.17933 -0.13187
O 1.57252 0.71244 -0.87871
N 0.79013 0.06725 1.21703
N 2.01868 0.47032 1.77670
H -1.29253 -1.54902 0.74727
H -1.75576 -1.76906 -0.94345
H -2.65807 -0.64872 0.08699
H -1.80475 0.30126 -2.16280
H 1.23981 0.76817 -1.78440
H -0.21415 0.27148 1.57957
H 2.78095 0.00470 1.28969
H 2.15119 1.47574 1.67559
*
```

no.,HOMO (eV)
1,-9.70
2,-7.61
3,-8.47
4,-9.59
5,-9.38
6,-9.19
7,-8.63
8,-9.21
9,-6.90